Entry 1:
112
Properties=species:S:1:pos:R:3:forces:R:3:mulliken_charge:R:1 method="wB97M-V/def2-TZVPD" e_tot_ha=-7280.67802 orbital_gap_ev=8.962 smiles="CCCO[C@@H]1[C@H](CCCCCCCCOC(C)=O)O[C@@](Cl)(C[SH](=O)=O)[C@@H]1Cc1ccccc1.ClCCCl.ClCCCl.ClCCCl.ClCCCl.ClCCCl" max_force_ev_per_a=2.16
Cl 3.887 -8.853 2.277 0.00 -0.04 -0.02 -0.18
Cl -2.927 -6.825 -3.625 0.03 0.03 0.03 -0.19
Cl -1.194 -1.167 -1.299 -0.23 -0.18 -0.58 0.13
Cl 1.144 -6.722 1.229 0.06 0.00 0.03 -0.16
Cl 2.876 -4.371 -7.698 0.01 0.03 -0.02 -0.18
Cl 3.750 -11.043 4.887 0.03 -0.01 -0.01 -0.19
Cl 1.551 4.466 -3.763 -0.01 -0.01 0.00 -0.11
Cl -2.595 -3.912 -5.367 -1.24 -0.81 0.18 -0.08
Cl 2.815 3.577 -0.717 0.22 0.04 -0.25 -0.11
Cl 2.868 -2.354 -4.952 0.07 0.02 0.04 -0.14
Cl 1.579 -3.722 -0.332 0.01 -0.01 -0.03 -0.20
S -4.699 -1.444 -1.098 -0.46 -0.22 1.25 1.09
O 1.504 5.034 9.618 0.76 -1.18 0.08 -0.54
O -5.778 -0.727 -0.486 -0.34 0.53 -0.62 -0.68
O -1.601 3.676 -2.360 0.82 -0.52 0.24 -0.49
O -2.541 0.764 -0.395 -1.20 0.57 -0.85 -0.51
O 2.951 3.641 8.651 -0.55 -0.33 0.36 -0.37
O -3.860 -2.167 -0.192 0.57 -0.33 -0.55 -0.53
C 2.584 2.702 7.638 -0.35 -0.68 -0.62 -0.91
C -2.874 5.509 0.655 -0.41 -0.13 -0.12 -1.11
C -2.132 2.478 -1.851 -1.69 0.38 -0.13 -0.93
C 1.915 3.326 4.261 -0.82 0.60 0.30 -0.76
C 0.059 2.808 1.203 0.76 -0.57 -0.35 0.19
C -1.922 1.201 -2.731 0.57 0.69 1.97 0.15
C -4.026 -4.981 -5.319 -0.08 -0.04 0.03 -0.57
C 1.315 2.802 10.394 -0.01 -0.05 0.24 -0.96
C -2.412 0.144 -1.644 0.46 0.40 -0.20 0.11
C 1.931 5.549 -2.402 -0.02 0.11 -0.02 -0.23
C 0.517 2.115 2.515 0.01 1.12 -0.12 -0.88
C -2.912 5.206 -0.859 0.23 0.72 0.31 -0.52
C 1.438 3.170 6.734 0.08 0.26 -0.43 -0.35
C 0.641 -0.114 -6.671 0.40 0.24 -0.35 -0.71
C 0.156 -1.407 -6.739 0.21 0.23 -0.55 -1.13
C -0.833 -1.097 -4.580 -0.70 -0.32 0.75 0.95
C -0.327 0.184 -4.473 0.10 0.57 0.03 0.59
C -0.598 -1.876 -5.688 0.18 -1.02 -0.58 -0.61
C 0.481 3.127 3.701 0.86 -0.57 -0.08 -0.47
C -4.205 -5.633 -3.970 -0.15 0.00 0.00 -0.19
C 1.883 4.130 5.585 0.02 -1.24 0.17 -0.79
C 0.110 -4.734 -0.339 -0.16 0.05 -0.10 -0.06
C 3.018 -8.635 3.816 -0.09 0.11 0.05 -0.43
C 1.932 3.899 9.539 -0.84 1.54 -0.17 0.70
C -1.541 4.736 -1.425 -0.45 0.87 0.11 0.06
C 3.747 -9.263 4.977 0.00 0.09 0.09 -0.47
C 3.131 5.083 -1.621 0.19 0.11 0.04 -0.50
C 2.833 -4.132 -4.973 -0.03 -0.06 0.14 -0.46
C -0.497 1.101 -3.268 -0.11 -0.23 -0.89 -1.05
C 0.401 0.659 -5.556 0.18 0.54 0.24 -0.48
C 3.631 -4.705 -6.116 0.07 -0.11 0.07 -0.43
C -3.764 -0.344 -2.190 -0.09 -0.50 0.17 -0.88
C -1.912 2.082 -0.390 0.97 -1.73 0.10 0.90
C -0.480 1.799 0.144 0.11 0.94 0.64 -0.26
C -0.088 -5.459 0.967 -0.15 0.01 0.06 -0.57
H -2.518 2.648 0.322 0.27 0.15 -0.17 0.20
H -5.154 -6.168 -3.942 0.03 -0.01 -0.05 0.34
H -2.718 1.286 -3.476 0.69 -0.33 -0.47 0.84
H -0.543 0.829 0.646 -0.09 0.15 -0.21 0.68
H 0.765 2.048 9.819 0.31 0.14 -0.10 0.29
H -1.127 5.589 -1.978 0.02 -0.34 -0.04 0.57
H 3.464 2.533 7.005 -0.01 0.21 0.33 0.44
H 4.780 -8.927 5.027 0.00 -0.06 -0.07 0.32
H 3.985 4.908 -2.273 -0.05 -0.08 -0.01 0.36
H 1.792 -4.447 -5.016 0.00 0.06 -0.07 0.23
H 1.147 4.938 5.531 0.43 0.12 -0.21 0.34
H 0.142 4.127 3.399 -0.21 -0.31 -0.10 0.30
H 0.184 -5.427 -1.174 0.08 -0.01 0.05 0.32
H 0.806 1.670 -5.512 -0.06 -0.15 -0.02 0.38
H 3.253 -8.994 5.910 -0.05 -0.01 -0.04 0.31
H -3.920 -5.721 -6.109 0.08 -0.01 0.05 0.37
H -4.408 0.531 -2.349 0.10 -0.16 0.30 0.39
H -1.057 -5.956 0.968 0.02 0.00 -0.07 0.34
H 2.322 1.713 8.051 0.12 0.35 0.28 0.30
H 1.569 1.822 2.390 -0.28 -0.18 -0.09 0.38
H -0.841 4.557 -0.592 -0.17 -0.42 -0.22 -0.14
H 0.968 3.266 0.774 -0.69 0.10 0.36 -0.64
H 1.027 2.261 6.267 0.03 0.17 0.17 0.35
H -0.055 -4.775 1.812 0.08 0.00 -0.04 0.32
H -0.976 -2.908 -5.749 0.95 1.22 0.02 0.14
H 0.601 3.630 7.275 0.31 -0.21 0.27 0.38
H 3.410 5.837 -0.887 -0.07 0.00 0.01 0.30
H 2.925 -7.561 3.977 0.05 -0.01 0.01 0.31
H -4.892 -4.360 -5.547 0.02 0.02 0.06 0.27
H -3.650 -0.807 -3.180 0.14 -0.22 0.37 0.52
H -4.204 -4.897 -3.168 0.10 -0.01 -0.02 0.07
H 3.692 -5.788 -6.017 -0.07 0.01 0.01 0.31
H 1.050 5.621 -1.770 0.02 -0.09 0.00 -0.04
H -1.431 -1.528 -3.781 0.18 0.10 -0.10 0.05
H -5.279 -2.361 -1.941 0.37 0.36 -0.16 0.09
H 0.377 -2.022 -7.608 -0.09 0.01 0.20 0.43
H 0.588 3.294 11.044 0.15 -0.02 -0.19 0.35
H 2.130 6.533 -2.826 0.07 -0.03 0.00 0.42
H -3.889 5.733 1.011 0.23 -0.02 -0.06 0.36
H 2.019 -9.049 3.700 0.05 -0.06 -0.03 0.34
H 2.359 2.333 4.415 0.16 0.27 0.07 0.41
H -2.263 6.392 0.878 0.03 -0.26 -0.08 0.35
H -0.733 -4.067 -0.521 0.01 0.01 0.08 0.00
H -0.041 1.194 2.721 -0.10 0.30 0.02 0.46
H -3.233 2.597 -1.917 0.15 0.03 0.33 0.31
H 2.893 4.506 5.793 -0.36 0.26 0.11 0.37
H 3.253 -4.469 -4.025 0.05 -0.01 -0.04 0.35
H -0.621 3.637 1.429 -0.17 -0.36 -0.07 -0.21
H 0.241 0.811 -2.513 -0.39 0.01 0.10 0.31
H 0.271 1.687 -0.644 -0.35 0.08 -0.07 -0.31
H 4.642 -4.305 -6.136 -0.06 0.08 -0.04 0.32
H -0.207 2.752 4.469 0.19 0.22 0.02 0.34
H 2.509 3.872 3.514 -0.09 -0.29 0.05 0.33
H -3.745 4.541 -1.111 0.32 -0.12 0.09 0.28
H -2.509 4.665 1.250 0.00 0.15 -0.11 0.17
H -3.153 6.171 -1.329 -0.09 -0.35 -0.14 0.43
H -0.214 2.110 -3.595 -0.08 -0.18 0.15 0.04
H 2.034 2.293 11.046 0.08 0.07 -0.39 0.31
H 1.250 0.323 -7.459 -0.15 -0.25 -0.03 0.35



Entry 2:
86
Properties=species:S:1:pos:R:3:forces:R:3:mulliken_charge:R:1 method="wB97M-V/def2-TZVPD" e_tot_ha=-10748.79731 total_charge=-1 orbital_gap_ev=6.149 max_force_ev_per_a=0.40 e_above_lowest_kcal_mol=0.0
Se -1.924 2.357 -2.959 -0.09 0.09 0.13 -0.30
As 3.246 1.356 -3.207 0.38 -0.09 0.10 0.61
As 2.755 0.381 1.149 0.00 -0.06 0.09 0.03
Ca 0.004 0.326 -0.152 0.23 -0.05 -0.24 0.41
S -2.581 -3.192 -2.370 0.09 0.15 -0.10 -0.15
S 0.162 -2.193 -1.742 0.09 -0.04 -0.11 -0.42
S 1.323 1.519 -2.454 -0.31 0.09 -0.05 -0.33
Si 2.537 0.419 3.448 -0.04 0.00 0.03 0.44
Si 3.565 -1.773 0.956 0.01 0.00 0.05 0.41
O -2.270 0.136 -0.335 -0.01 0.01 -0.21 0.44
O -6.991 0.445 -0.126 0.04 0.02 0.01 -0.48
O -0.933 1.860 1.301 0.10 0.15 -0.01 -0.25
N -0.246 3.522 -5.140 0.05 -0.01 -0.05 -0.73
N -1.699 -0.958 -3.235 -0.02 0.28 -0.02 0.01
N -1.449 -0.821 2.444 0.02 0.21 0.04 0.48
N -0.768 -1.403 1.451 -0.05 -0.15 0.08 0.28
C -0.894 3.070 -4.292 -0.07 0.00 0.01 0.31
C 5.061 -2.122 2.063 0.01 -0.01 -0.03 -1.17
C 3.688 -0.356 -3.984 -0.05 0.01 -0.03 -0.91
C 4.174 0.757 4.333 -0.01 0.01 -0.02 -1.11
C -7.102 -0.779 -0.818 0.00 -0.04 -0.02 -0.73
C -1.244 -2.634 1.372 -0.08 -0.09 0.29 -0.43
C 3.453 2.610 -4.652 -0.04 0.03 0.00 -1.11
C 1.392 1.846 3.925 0.01 -0.02 0.01 -0.92
C 1.834 -1.132 4.274 0.00 0.02 -0.01 -0.93
C -1.975 2.548 1.244 -0.21 -0.15 -0.05 0.29
C -4.455 2.662 1.110 0.01 0.03 0.04 -0.79
C 2.373 -3.208 1.248 0.02 0.01 -0.02 -0.74
C -5.732 0.898 0.132 -0.05 0.06 0.03 1.24
C -3.612 -2.324 -3.592 0.01 0.00 -0.03 -0.59
C -3.237 2.002 0.820 0.11 -0.06 -0.09 0.43
C -2.359 -1.638 2.994 -0.02 -0.17 -0.06 -0.43
C -4.593 0.225 -0.207 0.15 0.07 0.07 -0.14
C -3.290 0.758 0.081 -0.14 0.05 0.11 -0.45
C 4.652 1.752 -1.945 -0.03 -0.01 -0.07 -0.70
C -3.115 -0.883 -3.566 0.00 0.01 -0.02 -0.31
C -1.311 -1.980 -2.503 -0.04 -0.20 0.11 0.28
C 4.135 -1.985 -0.834 0.00 -0.04 0.06 -0.48
C -1.820 3.998 1.622 0.02 0.02 0.02 -1.54
C -2.253 -2.844 2.334 0.11 0.11 -0.06 -1.16
C -5.676 2.148 0.794 -0.01 -0.03 -0.01 -1.19
H 1.859 -3.129 2.206 -0.02 0.01 0.02 0.23
H 4.608 1.695 3.980 0.00 0.00 -0.01 0.29
H -0.843 -3.310 0.636 -0.03 -0.01 0.00 0.53
H 1.719 2.774 3.451 0.00 0.00 -0.01 0.25
H 0.369 1.659 3.592 0.01 0.02 0.00 0.03
H 5.782 -1.304 2.015 0.01 0.00 0.00 0.27
H -6.597 2.655 1.042 0.00 0.00 -0.01 0.43
H 0.878 -1.421 3.834 0.00 0.00 -0.01 0.07
H 1.614 -3.235 0.464 -0.02 -0.01 0.01 -0.01
H 1.685 -0.958 5.345 0.00 0.02 0.00 0.40
H 1.385 1.998 5.009 -0.01 -0.01 0.00 0.42
H -1.472 4.515 0.724 -0.01 0.00 -0.01 0.30
H 4.447 2.530 -5.090 -0.01 0.00 -0.01 0.40
H -1.316 0.172 2.575 -0.07 -0.01 0.07 -0.24
H -4.608 -0.737 -0.695 0.01 -0.07 -0.06 0.27
H -1.041 4.079 2.379 0.00 0.01 0.00 0.28
H -3.002 -1.310 3.793 0.00 0.01 0.00 0.48
H -2.730 4.484 1.958 0.01 0.00 0.00 0.45
H -4.426 3.607 1.635 -0.02 0.00 -0.01 0.16
H 4.566 1.056 -1.112 0.00 0.03 0.04 -0.12
H -8.166 -0.962 -0.945 0.00 0.00 0.00 0.27
H 5.634 1.687 -2.414 -0.02 -0.01 -0.04 0.39
H -6.656 -1.601 -0.251 -0.01 0.01 -0.01 0.31
H -1.198 -0.058 -3.213 0.00 -0.18 -0.06 0.00
H 4.922 -1.271 -1.087 0.01 0.01 -0.01 0.35
H -3.239 -0.383 -4.526 0.00 -0.01 0.02 0.40
H 2.915 -4.160 1.224 0.01 0.00 0.00 0.45
H -6.622 -0.722 -1.800 -0.01 0.00 0.01 0.26
H -2.819 -3.741 2.515 0.00 0.00 0.00 0.42
H 3.280 -1.812 -1.494 0.00 -0.05 0.09 -0.50
H 2.517 -1.978 4.170 0.01 -0.01 -0.01 0.25
H 2.844 -0.665 -4.598 0.01 0.01 -0.02 0.31
H 4.033 0.828 5.416 -0.01 -0.01 0.00 0.31
H 4.477 2.757 -1.565 0.01 0.00 0.01 0.33
H 2.677 2.409 -5.389 0.00 0.00 0.01 0.36
H 5.561 -3.046 1.755 -0.01 -0.01 0.00 0.40
H 4.515 -2.993 -1.024 -0.02 -0.01 0.00 0.44
H 3.283 3.610 -4.258 0.02 0.01 0.01 0.32
H -4.663 -2.401 -3.320 0.01 0.01 0.02 0.35
H 3.841 -1.081 -3.189 0.01 0.07 -0.11 0.23
H 4.588 -0.268 -4.593 0.01 0.02 0.00 0.40
H -3.616 -0.282 -2.807 -0.06 0.00 0.06 0.01
H 4.757 -2.241 3.106 0.01 0.02 0.01 0.24
H 4.896 -0.036 4.131 0.01 0.00 0.01 0.25
H -3.462 -2.778 -4.571 0.00 -0.02 0.01 0.39



Entry 3:
13
Properties=species:S:1:pos:R:3:forces:R:3:mulliken_charge:R:1 method="wB97M-V/def2-TZVPD" e_tot_ha=-377.51945 total_charge=+1 orbital_gap_ev="10.370 / 5.729" max_force_ev_per_a=4.32 spin_multiplicity=2 e_above_lowest_kcal_mol=44.3 s2=0.7985
O -0.487 1.609 1.143 -2.43 -2.18 -0.58 -0.52
O 2.682 -1.225 -0.649 -3.72 1.76 -1.32 -0.26
N -2.157 -0.101 1.282 -0.96 0.42 3.14 -0.50
N 0.653 -0.045 -0.731 1.11 -0.38 1.52 0.04
C -1.178 0.657 0.721 3.47 1.99 0.89 0.37
C -0.792 0.185 -0.683 -1.27 -1.72 -0.78 -0.24
C 1.579 -0.950 -1.248 0.98 -2.32 -0.73 0.18
H 1.006 0.410 0.127 0.52 0.35 -0.26 0.31
H -1.511 -0.664 -0.900 1.52 0.61 -0.63 0.37
H -1.826 -1.066 1.596 -0.82 1.57 -0.91 0.30
H 1.293 -1.564 -2.203 0.34 1.35 1.71 0.36
H -2.620 0.419 2.120 1.19 -1.34 -1.75 0.35
H -1.035 1.059 -1.298 0.08 -0.11 -0.30 0.25



Entry 4:
14
Properties=species:S:1:pos:R:3:forces:R:3:mulliken_charge:R:1 method="wB97M-V/def2-TZVPD" e_tot_ha=-483.97734 total_charge=+1 orbital_gap_ev="5.242 / 8.912" max_force_ev_per_a=4.78 e_above_lowest_kcal_mol=97.3
Si 0.334 -0.323 0.438 0.06 1.56 -0.97 0.53
O -1.216 0.222 0.690 2.26 -0.04 -0.80 -0.08
C 1.243 1.422 0.359 -0.30 -1.03 0.30 -0.84
C 0.539 -2.053 0.022 0.06 0.64 -1.20 -0.70
C -2.374 0.031 1.135 -4.00 -0.68 2.53 -0.12
H -2.504 -0.517 2.122 0.22 0.48 -1.48 0.26
H 0.606 -2.914 0.640 -0.31 -0.31 0.99 0.37
H 1.143 0.066 -2.885 -1.58 2.92 -1.12 -0.15
H 1.987 1.420 1.220 -0.97 0.35 -1.10 0.33
H 0.737 0.814 -3.168 1.57 -2.95 1.15 0.17
H 0.471 2.267 0.377 1.07 -1.40 0.30 0.28
H 1.785 1.471 -0.601 -0.03 -0.05 0.46 0.32
H -3.305 0.503 0.691 1.63 -0.43 0.19 0.29
H 0.552 -2.410 -1.040 0.30 0.93 0.75 0.33



Entry 5:
72
Properties=species:S:1:pos:R:3:forces:R:3:mulliken_charge:R:1 method="wB97M-V/def2-TZVPD" e_tot_ha=-2291.97204 total_charge=+1 orbital_gap_ev=7.953 max_force_ev_per_a=0.61 e_above_lowest_kcal_mol=0.0
Ag 0.637 0.420 -0.770 -0.38 0.32 0.35 -0.17
P -1.772 0.244 0.085 -0.17 -0.16 0.28 1.07
P 0.598 -2.117 -0.049 -0.13 -0.46 -0.11 1.21
N 3.153 0.727 -0.120 0.09 0.17 -0.09 -0.27
N 1.175 2.641 -0.016 0.03 0.01 0.03 0.43
C 0.396 -2.315 -1.858 0.08 0.05 0.05 0.42
C 5.108 3.888 -0.505 0.00 0.15 0.02 -0.78
C 1.857 -4.640 -0.410 -0.04 0.09 0.05 -0.44
C -2.211 -1.552 0.087 0.12 0.12 0.00 -0.96
C 2.461 3.067 -0.135 0.11 0.21 -0.01 0.32
C 2.440 -5.804 0.072 0.03 -0.03 -0.04 -0.66
C 1.567 -3.868 1.852 -0.01 0.02 -0.05 -0.59
C -1.101 -2.462 0.613 0.07 0.16 -0.07 -1.60
C -2.608 1.290 3.998 -0.11 0.02 0.01 -0.72
C -5.613 2.350 -1.343 -0.02 0.02 -0.01 -0.51
C -5.731 1.223 -0.541 -0.03 -0.05 0.02 -0.78
C -0.542 -3.149 -2.461 0.01 0.00 0.01 -0.18
C -0.399 0.607 2.492 -0.11 -0.06 -0.07 -0.01
C 0.464 4.920 0.160 0.05 0.18 -0.02 -1.19
C 4.791 2.519 -0.422 -0.13 -0.09 -0.01 -0.56
C 1.230 -1.538 -2.671 0.07 -0.23 -0.07 -0.69
C 4.137 4.837 -0.362 0.07 0.00 0.00 -0.89
C -4.598 0.557 -0.101 0.02 -0.01 -0.04 -0.39
C -0.648 -3.199 -3.843 -0.06 -0.03 -0.02 -0.71
C -3.331 1.019 -0.455 0.26 0.08 -0.19 0.53
C 2.794 4.444 -0.173 -0.07 -0.21 -0.01 0.77
C 2.143 -5.034 2.328 0.02 -0.01 0.03 -0.68
C -0.250 0.897 3.838 0.01 0.00 0.03 -0.88
C 1.402 -3.672 0.480 0.10 0.16 0.02 0.42
C 0.228 3.537 0.139 0.02 -0.16 0.02 -0.09
C 0.185 -2.424 -4.640 0.01 0.02 0.01 -0.56
C 3.502 2.101 -0.221 0.14 -0.01 -0.02 0.17
C 2.577 -6.006 1.436 0.00 -0.01 0.01 -0.55
C -3.225 2.139 -1.280 0.01 -0.03 0.04 -0.42
C 1.741 5.371 -0.018 -0.06 -0.04 0.01 -0.58
C -2.759 0.990 2.652 0.03 0.00 -0.05 -0.44
C 1.130 -1.596 -4.054 -0.04 0.03 -0.07 -0.85
C -1.653 0.643 1.878 0.00 0.00 -0.05 0.66
C -4.359 2.805 -1.718 -0.04 0.02 -0.03 -0.69
C -1.358 1.245 4.595 0.02 -0.01 0.01 -0.59
H 1.790 -1.002 -4.672 0.00 0.00 0.02 0.44
H 0.101 -2.472 -5.718 -0.01 0.00 0.01 0.40
H 0.467 0.339 1.903 0.13 0.00 -0.03 0.14
H -6.710 0.858 -0.258 0.00 0.01 -0.01 0.42
H -1.384 -3.846 -4.302 0.01 -0.01 0.01 0.43
H 6.139 4.181 -0.648 -0.01 0.00 -0.02 0.39
H -0.364 5.602 0.290 0.01 -0.01 0.02 0.45
H 2.018 -0.937 -2.219 0.01 0.00 -0.03 0.66
H 2.776 0.511 0.796 -0.01 -0.04 0.03 0.11
H -2.449 -1.799 -0.951 0.00 0.03 0.00 0.53
H 4.375 5.893 -0.384 0.03 -0.01 -0.02 0.40
H 3.026 -6.918 1.806 0.01 0.01 0.00 0.39
H 1.755 -4.485 -1.476 0.00 -0.05 -0.02 0.32
H -1.186 -3.773 -1.853 -0.01 0.01 -0.01 0.42
H 0.731 0.860 4.296 -0.01 0.00 -0.02 0.46
H -3.742 1.043 2.205 -0.01 0.03 0.02 0.40
H 1.967 6.430 -0.041 -0.04 0.00 0.01 0.42
H 2.789 -6.555 -0.625 -0.01 0.00 0.01 0.42
H -0.782 3.155 0.254 -0.01 0.00 -0.03 0.50
H -1.017 -2.354 1.697 0.01 -0.03 0.01 0.62
H 1.241 -3.102 2.548 0.01 -0.03 0.04 0.37
H -1.342 -3.508 0.416 -0.04 -0.01 0.03 0.77
H 5.586 1.788 -0.505 -0.02 -0.02 0.04 0.35
H -6.502 2.864 -1.683 0.01 0.00 0.00 0.39
H -1.249 1.484 5.645 0.01 0.00 0.00 0.41
H -4.267 3.671 -2.361 0.02 0.00 0.01 0.42
H -3.479 1.565 4.581 0.02 0.00 0.01 0.44
H -3.114 -1.701 0.678 -0.01 -0.03 0.01 0.59
H 2.262 -5.185 3.393 -0.02 0.01 0.00 0.41
H -4.714 -0.326 0.514 -0.01 0.01 0.02 0.32
H -2.243 2.477 -1.592 -0.01 0.02 -0.01 0.37
H 3.964 0.141 -0.270 -0.03 -0.09 -0.02 0.27



Entry 6:
14
Properties=species:S:1:pos:R:3:forces:R:3:mulliken_charge:R:1 method="wB97M-V/def2-TZVPD" e_tot_ha=-1091.18669 total_charge=-1 orbital_gap_ev=7.784 max_force_ev_per_a=5.12 e_above_lowest_kcal_mol=31.9
S -2.109 0.627 0.182 0.43 -0.48 0.31 -0.20
O 2.321 2.755 -0.379 0.35 0.67 -1.18 -0.45
O 3.078 0.344 -0.293 0.48 0.05 -0.60 -0.69
O 0.277 0.592 -1.706 -0.33 0.22 -0.19 -0.56
O 3.636 -1.677 0.257 0.78 -0.15 0.07 -0.74
O -0.426 -1.133 1.257 -0.23 -0.09 0.20 -0.56
O 1.895 1.626 1.558 -0.33 -0.66 1.07 -0.45
N -0.556 -0.180 0.263 -1.10 0.25 0.41 0.23
N 2.780 -0.863 -0.117 0.78 0.36 0.39 1.41
N 1.627 -1.343 -0.303 -4.88 1.32 -0.86 -1.07
C 0.296 -0.081 -0.721 4.34 -2.38 0.12 0.68
C 2.175 2.033 0.510 -0.33 0.61 0.51 0.83
H 0.418 -1.588 0.979 0.06 0.20 -0.13 0.42
H -1.708 1.263 -0.925 -0.01 0.10 -0.12 0.17